Entry 1:
57
Properties=species:S:1:pos:R:3:lowdin_charge:R:1 method="wB97M-V/def2-TZVPD" total_charge=+2 spin_multiplicity=5 e_lumo_ev="-7.043 / -10.744" e_above_lowest_kcal_mol=68.43 s2=6.044 e_homo_ev="-10.0 / -12.5" e_tot_ev=-72261.4634
Ir 0.39 -0.49 -2.21 0.55
I 0.61 2.50 -6.25 0.13
I 2.06 0.72 -7.17 0.15
Cl 1.05 -0.25 -4.38 -0.10
P -1.65 -0.82 -3.36 0.64
P 2.07 1.18 -2.01 0.64
O -0.87 1.71 2.53 0.20
N -0.72 0.24 4.29 0.11
N -0.08 -1.09 -0.39 -0.20
C 0.24 -0.76 4.85 -0.15
C -0.72 0.55 2.93 -0.28
C -0.69 -2.84 1.17 0.01
C -0.94 1.39 5.20 -0.15
C 1.84 2.91 -2.55 -0.25
C -0.62 -0.57 1.89 -0.10
C -1.38 -2.08 -4.68 -0.29
C -2.89 -1.65 -2.29 -0.26
C 0.17 2.38 5.27 -0.03
C -0.43 -1.67 5.88 -0.03
C -0.92 -1.91 2.19 0.01
C -0.30 -0.16 0.59 -0.05
C -0.23 -2.42 -0.09 -0.07
C -2.53 0.43 -4.38 -0.23
C 2.76 1.28 -0.31 -0.26
C 3.56 0.78 -3.00 -0.29
H 3.74 1.78 -0.32 0.06
H 2.07 1.84 0.33 0.03
H -3.41 -0.04 -4.85 0.07
H 0.63 -1.36 4.01 0.12
H 3.32 0.84 -4.06 -0.02
H -0.81 -2.91 -4.24 0.04
H 1.13 1.90 5.48 0.09
H -1.48 -1.88 5.61 0.09
H 0.26 2.93 4.34 0.09
H -0.01 3.11 6.07 0.11
H 3.89 -0.23 -2.74 0.05
H 0.03 -3.08 -0.88 0.12
H -1.17 0.97 6.18 0.14
H 0.12 -2.61 5.93 0.10
H -0.81 -1.63 -5.51 0.01
H -2.35 -2.44 -5.05 0.07
H -3.84 -1.78 -2.83 0.06
H -1.84 1.91 4.83 0.15
H -2.49 -2.64 -2.01 0.04
H -1.34 -2.17 3.16 0.13
H 2.75 3.49 -2.36 0.07
H 2.88 0.27 0.08 0.04
H 1.00 3.37 -2.02 0.05
H -1.85 0.81 -5.16 0.00
H 1.06 -0.21 5.32 0.15
H -0.41 -1.21 6.88 0.09
H 1.63 2.93 -3.63 -0.05
H -3.06 -1.04 -1.39 0.04
H -0.84 -3.90 1.37 0.13
H -2.85 1.26 -3.74 0.05
H 4.37 1.50 -2.77 0.07
H -0.14 0.85 0.26 0.10

=====

Entry 2:
51
Properties=species:S:1:pos:R:3:lowdin_charge:R:1 method="wB97M-V/def2-TZVPD" total_charge=+2 spin_multiplicity=6 e_lumo_ev="-7.123 / -6.789" s2=9.360 e_homo_ev="-14.4 / -14.4" e_tot_ev=-52518.0686
Dy 0.14 0.71 -0.10 1.65
P 0.24 0.17 3.51 0.64
O 0.25 0.55 2.02 -0.52
C 1.73 2.08 -1.03 -0.15
C -0.58 -0.48 -2.24 -0.33
C -1.54 -0.87 -1.25 -0.32
C -1.53 -2.51 0.77 -0.02
C 0.76 1.57 4.48 -0.14
C 1.38 -1.19 3.76 -0.13
C 1.53 -2.65 -0.02 -0.02
C -2.99 -0.58 -1.26 -0.02
C -1.40 -0.34 4.00 -0.14
C 0.39 2.82 -1.17 -0.36
C 0.50 4.11 -2.02 -0.03
C -0.88 -1.72 -0.30 -0.30
C -0.87 0.20 -3.52 -0.02
C 0.51 -1.78 -0.65 -0.31
C 1.93 -1.02 -2.68 -0.02
C 0.70 -1.03 -1.86 -0.33
H 1.43 -1.83 2.87 0.04
H -1.82 0.75 -3.47 0.09
H 2.37 -0.78 3.97 0.07
H 0.00 3.10 -0.17 0.12
H 1.29 -2.85 1.03 0.06
H -3.57 -1.41 -1.70 0.12
H 1.60 -3.63 -0.53 0.12
H -1.88 -0.92 3.19 0.05
H -3.37 -0.41 -0.25 0.09
H -0.92 -2.54 1.68 0.07
H 0.43 2.50 4.00 0.07
H -3.21 0.32 -1.85 0.08
H -2.01 0.55 4.21 0.08
H 1.91 -1.81 -3.44 0.12
H -0.96 -0.53 -4.35 0.12
H 1.31 4.74 -1.64 0.10
H 2.48 2.83 -0.74 0.12
H -0.09 0.91 -3.80 0.08
H -1.35 -0.97 4.90 0.08
H -0.44 4.66 -1.97 0.10
H 0.71 3.86 -3.06 0.10
H 1.05 -1.80 4.62 0.08
H 0.34 1.51 5.49 0.08
H -1.70 -3.55 0.45 0.12
H -0.40 2.18 -1.66 0.09
H -2.51 -2.09 1.03 0.08
H 2.82 -1.18 -2.06 0.09
H 2.06 1.63 -1.98 0.09
H 2.53 -2.20 -0.06 0.09
H 1.86 1.57 4.55 0.07
H 1.93 1.23 -0.13 0.10
H 2.06 -0.07 -3.21 0.07